Record 1
211
Properties=species:S:1:pos:R:3:forces:R:3 method="wB97M-V/def2-TZVPD" smiles="COCCNCCOC.COCCNCCOC.COCCNCCOC.COCCNCCOC.COCCNCCOC.COCCNCCOC.COCCNCCOC.NC(N)=O.NC(N)=O.CCO.CCO.CCO" max_force_ha_per_bohr=0.12084 orbital_gap_ha=0.311 lumo_energy_ha=0.0053 homo_ev=-8.31 total_energy_ev=-109251.5201
C -0.747 5.341 -5.004 0.21 -0.84 -1.99
O -0.329 4.228 -5.233 0.44 -1.34 0.61
N -0.090 6.334 -4.480 3.36 1.32 2.52
N -1.841 5.834 -5.512 -5.38 0.85 -2.02
H 0.865 6.064 -4.292 0.09 0.92 0.52
H -0.520 7.229 -4.293 0.72 -0.34 0.09
H -2.092 6.808 -5.423 0.21 -0.35 0.01
H -2.497 5.317 -6.080 0.43 -0.33 0.33
C 4.710 4.000 -4.048 -3.05 1.64 -0.71
O 4.384 5.157 -4.175 -0.07 1.73 -0.09
N 3.892 2.999 -4.247 -4.31 -2.07 -1.43
N 5.814 3.517 -3.670 5.88 -0.82 1.83
H 4.128 2.025 -4.122 -0.33 0.31 -0.17
H 2.992 3.269 -4.618 0.00 -0.54 0.03
H 5.832 2.509 -3.728 1.40 0.45 0.57
H 6.497 4.177 -3.328 0.38 -0.81 -0.06
C 1.404 0.108 -8.368 0.47 -0.01 -1.29
C 2.198 -1.175 -8.317 -0.16 0.39 1.29
O 3.561 -0.851 -8.349 1.11 0.95 -0.31
H 1.769 0.815 -7.623 -0.22 -0.12 0.08
H 0.347 -0.133 -8.254 0.02 0.26 0.10
H 1.594 0.524 -9.357 -0.35 0.45 -0.02
H 1.943 -1.854 -9.131 -0.28 -0.24 0.30
H 1.962 -1.482 -7.298 -0.06 -1.36 -0.12
H 4.180 -1.581 -8.416 -0.50 -0.32 0.01
C -2.400 1.190 -2.167 -0.08 -1.53 0.81
C -1.069 0.443 -2.341 1.03 2.41 1.02
O -0.747 0.270 -3.685 -0.13 -1.08 -0.90
H -2.430 1.782 -1.253 0.12 0.09 -0.06
H -3.083 0.355 -2.011 -0.81 0.44 -0.24
H -2.707 1.795 -3.020 0.24 -0.11 -0.01
H -0.945 -0.424 -1.692 -0.57 -0.59 -0.73
H -0.259 1.067 -1.964 0.12 0.45 0.50
H -0.742 1.168 -4.025 0.12 0.01 -0.44
C -5.171 2.233 -6.836 1.48 -1.57 0.62
C -6.192 3.283 -6.888 -0.64 -0.76 -0.83
O -6.933 3.222 -5.701 -0.33 0.77 0.98
H -4.819 1.906 -7.815 0.36 0.48 -0.06
H -5.598 1.317 -6.429 -0.42 0.02 0.08
H -4.362 2.442 -6.136 0.33 0.20 -0.28
H -6.836 2.901 -7.681 -0.40 0.94 -0.52
H -5.786 4.277 -7.076 -0.13 0.02 -0.21
H -7.112 4.129 -5.440 -0.25 -0.11 0.23
C 8.962 -7.587 3.057 1.87 -0.07 0.98
O 7.674 -7.847 3.421 -1.55 -0.14 -0.54
C 6.878 -8.409 2.413 -1.99 -0.97 0.20
C 5.395 -8.269 2.900 1.24 1.36 -0.22
N 4.397 -8.644 1.912 0.26 0.37 0.99
C 3.056 -8.194 2.360 0.25 -0.14 -1.46
C 2.684 -6.744 1.949 -0.42 -0.53 -1.10
O 1.251 -6.686 1.836 -0.50 0.20 0.99
C 0.723 -5.367 1.662 1.13 -0.22 0.32
H 9.539 -8.507 2.966 0.11 -0.29 -0.59
H 9.410 -7.127 3.938 0.12 0.42 -0.13
H 9.111 -6.939 2.193 -0.27 0.00 -0.20
H 7.024 -9.474 2.231 0.49 -0.74 0.89
H 7.063 -8.137 1.373 -0.08 1.55 0.08
H 5.205 -7.243 3.216 0.27 0.46 -0.54
H 5.301 -8.736 3.880 0.01 -0.87 0.03
H 4.392 -9.653 1.955 -0.30 -0.24 -0.45
H 2.930 -8.375 3.427 -0.30 0.13 0.14
H 2.428 -8.858 1.766 -0.68 0.22 0.40
H 2.990 -6.507 0.930 0.79 -0.41 -0.18
H 3.170 -5.981 2.556 -0.50 0.13 0.62
H 0.909 -4.774 2.557 0.05 0.14 0.20
H -0.352 -5.339 1.482 0.15 -0.60 -0.14
H 1.266 -4.895 0.843 -0.17 0.24 -0.29
C -0.242 5.643 3.497 -1.47 -1.22 0.07
O -0.420 5.483 2.065 1.18 1.42 0.97
C 0.642 6.123 1.331 0.39 -0.32 0.07
C 0.203 7.371 0.591 -0.59 -0.17 0.88
N -0.298 8.430 1.530 -0.35 -0.49 -0.88
C -0.585 9.626 0.758 0.69 0.34 -0.94
C -0.992 10.859 1.578 -0.41 -1.81 0.03
O -0.850 11.992 0.791 0.34 -1.08 -0.50
C -1.277 13.185 1.332 -0.39 1.24 -0.20
H 0.220 4.744 3.906 0.83 0.16 -0.12
H -1.219 5.565 3.975 -0.46 0.20 -0.40
H 0.155 6.563 3.925 0.49 0.12 -0.81
H 1.040 5.396 0.624 -0.22 -0.07 -0.30
H 1.511 6.350 1.948 -0.11 0.03 0.56
H -0.535 6.981 -0.111 -0.86 0.63 0.25
H 0.967 7.744 -0.091 0.62 0.10 0.20
H 0.459 8.766 2.107 0.44 -0.70 0.39
H -1.344 9.431 0.000 -0.42 -0.08 0.22
H 0.297 9.799 0.142 0.36 0.79 -0.12
H -0.515 10.950 2.553 0.62 -0.05 0.03
H -2.013 10.559 1.814 -0.69 0.87 0.20
H -1.875 13.655 0.551 -0.21 0.32 0.19
H -0.433 13.845 1.530 0.17 0.03 0.16
H -1.873 13.109 2.242 -0.07 -0.29 0.04
C 6.344 -4.111 7.763 -0.09 -0.25 -0.65
O 5.373 -3.537 6.904 -0.46 1.15 0.43
C 4.551 -2.426 7.352 -0.40 -0.86 -1.29
C 3.531 -2.137 6.206 0.23 0.23 1.78
N 4.103 -1.295 5.195 0.01 -1.05 -0.69
C 3.141 -1.071 4.137 1.11 0.87 0.12
C 3.906 -0.563 2.882 -0.40 -1.06 1.01
O 4.675 0.613 3.107 -1.66 -1.07 0.82
C 5.364 1.089 1.987 -0.25 0.70 1.05
H 6.802 -4.855 7.111 -0.05 -0.33 0.30
H 5.906 -4.584 8.642 -0.14 -0.06 0.08
H 7.184 -3.494 8.081 -0.24 0.72 0.01
H 5.117 -1.508 7.510 0.41 -0.04 0.08
H 4.011 -2.655 8.271 0.06 -0.28 0.17
H 2.627 -1.676 6.604 -0.19 0.59 0.81
H 3.051 -3.048 5.848 0.91 -0.38 -0.60
H 4.394 -0.393 5.545 0.09 -0.08 0.29
H 2.352 -0.424 4.522 -0.17 0.87 -0.40
H 2.555 -1.975 3.965 0.57 -0.37 -0.61
H 3.106 -0.563 2.141 0.36 0.87 -0.85
H 4.661 -1.313 2.649 -0.32 -0.53 -0.28
H 4.609 1.469 1.298 0.44 0.20 -0.53
H 6.065 0.387 1.534 -0.14 -0.32 -0.09
H 5.923 1.868 2.504 0.31 0.47 -0.99
C 7.037 -3.640 -1.564 -0.95 0.87 0.57
O 6.675 -3.731 -2.896 -0.04 -0.37 -1.34
C 5.385 -3.221 -3.282 0.31 -0.93 0.91
C 5.179 -1.696 -3.152 0.58 -1.92 -2.16
N 5.984 -1.028 -4.174 0.82 2.07 1.94
C 7.425 -0.900 -3.804 -1.22 -0.18 -1.91
C 8.123 -0.331 -5.036 1.83 -0.91 -0.02
O 8.416 -1.393 -5.972 0.30 0.43 -0.20
C 9.454 -1.054 -6.916 -0.65 0.22 0.59
H 6.883 -2.599 -1.281 0.75 0.28 0.56
H 8.058 -3.989 -1.412 -0.10 0.17 -0.16
H 6.355 -4.173 -0.901 -0.09 -0.56 0.05
H 4.630 -3.763 -2.713 -0.29 -0.04 0.40
H 5.294 -3.611 -4.296 -0.12 0.58 -0.20
H 5.455 -1.412 -2.136 -0.11 0.54 -0.21
H 4.118 -1.552 -3.355 -0.07 0.34 0.30
H 5.881 -1.208 -5.163 -0.42 -0.61 0.35
H 7.759 -1.911 -3.571 0.75 0.26 0.03
H 7.614 -0.221 -2.972 -0.42 0.03 0.18
H 9.094 0.074 -4.750 0.21 0.14 0.35
H 7.617 0.505 -5.518 -0.58 -0.11 -0.05
H 9.255 -0.072 -7.345 -0.35 -0.11 -0.59
H 9.522 -1.865 -7.641 -0.28 0.27 -0.08
H 10.452 -0.919 -6.499 0.07 -0.33 0.73
C -8.221 5.415 0.593 -0.08 -0.26 -0.39
O -6.969 5.642 1.209 -0.65 0.41 0.38
C -6.099 6.502 0.461 -0.99 -1.07 1.17
C -4.745 6.619 1.188 -0.26 0.98 -1.70
N -4.631 7.615 2.243 -1.30 -1.13 0.58
C -5.103 7.040 3.535 0.38 1.28 0.55
C -5.377 8.175 4.546 0.42 -0.33 0.45
O -4.255 9.043 4.865 -0.70 0.02 0.13
C -4.650 10.424 4.984 -0.13 -0.48 -1.53
H -8.914 4.974 1.310 0.37 -0.39 -0.02
H -8.096 4.813 -0.307 0.07 -0.73 0.09
H -8.789 6.244 0.172 0.47 1.07 0.40
H -6.628 7.446 0.330 0.42 0.52 0.19
H -6.078 6.048 -0.530 0.88 -0.01 -0.31
H -4.154 7.036 0.372 0.61 -0.24 -0.07
H -4.295 5.679 1.509 -0.36 -0.47 -0.33
H -3.639 7.807 2.258 0.10 0.28 0.71
H -4.503 6.216 3.924 0.90 0.24 0.14
H -6.058 6.517 3.493 -0.33 0.38 -0.89
H -5.720 7.758 5.493 0.04 -0.34 0.17
H -6.263 8.681 4.163 0.32 0.73 -0.26
H -3.861 11.105 5.304 0.34 -0.66 0.32
H -5.543 10.616 5.580 -0.02 -0.36 0.27
H -4.864 10.702 3.952 -0.37 0.53 -0.07
C -8.987 0.179 -1.135 2.44 -0.09 0.70
O -8.165 0.415 0.067 -0.54 -0.49 -0.17
C -7.376 -0.695 0.494 0.32 -0.21 1.95
C -6.646 -0.343 1.846 -0.78 0.67 -1.47
N -5.727 0.782 1.694 0.51 -1.54 0.44
C -5.047 1.043 2.980 1.19 -0.27 -1.58
C -4.040 -0.124 3.447 -2.31 1.13 -0.35
O -4.646 -1.040 4.365 0.44 0.98 0.19
C -4.770 -0.487 5.678 -0.20 -0.29 -0.08
H -9.671 1.009 -1.311 0.14 -0.12 0.37
H -9.478 -0.794 -1.135 -0.20 0.06 0.30
H -8.189 0.165 -1.877 -0.59 -0.05 -0.85
H -6.595 -1.125 -0.132 -0.01 0.77 -1.04
H -8.001 -1.557 0.727 -0.49 -0.07 0.00
H -6.069 -1.191 2.216 -0.16 -0.20 -0.24
H -7.421 -0.133 2.583 -0.25 0.06 0.33
H -6.163 1.573 1.241 -0.03 0.18 0.42
H -5.788 1.377 3.705 0.34 -0.14 0.64
H -4.323 1.822 2.739 -0.33 0.59 0.31
H -3.174 0.411 3.836 0.15 -0.32 0.58
H -3.720 -0.655 2.550 -0.16 -0.20 0.10
H -3.817 -0.084 6.023 0.32 -0.52 0.25
H -5.211 -1.268 6.298 0.62 -0.17 0.12
H -5.451 0.347 5.849 -0.40 0.29 -0.94
C -4.222 -13.428 0.420 0.61 -0.67 0.54
O -3.465 -12.283 0.358 0.79 2.28 -0.21
C -3.391 -11.518 1.577 1.21 1.17 -1.43
C -2.353 -10.344 1.376 -0.91 -1.25 -0.14
N -2.927 -9.134 0.793 -0.28 -0.17 -0.84
C -3.256 -9.328 -0.651 0.32 -0.60 0.42
C -3.809 -8.118 -1.374 1.51 0.69 0.95
O -2.695 -7.195 -1.681 -1.54 -0.64 -0.49
C -3.179 -6.029 -2.387 1.04 -0.96 0.74
H -3.838 -13.928 1.309 -0.80 -0.73 0.36
H -3.928 -14.053 -0.423 -0.36 0.07 -0.16
H -5.291 -13.218 0.439 -0.17 -0.26 0.13
H -2.993 -12.180 2.347 -0.47 0.03 0.41
H -4.313 -10.973 1.779 -0.47 -0.64 0.43
H -1.586 -10.782 0.737 0.49 0.02 -0.03
H -1.940 -10.106 2.356 0.05 0.08 -0.06
H -2.196 -8.439 0.840 0.00 0.35 0.00
H -3.939 -10.174 -0.730 -0.43 0.25 0.19
H -2.395 -9.726 -1.187 0.46 0.22 -0.24
H -4.461 -7.603 -0.668 -0.40 0.14 -0.16
H -4.356 -8.445 -2.258 0.12 0.26 -0.25
H -3.673 -6.316 -3.315 -0.37 0.06 0.08
H -2.285 -5.466 -2.656 -0.10 0.13 0.10
H -3.796 -5.454 -1.696 -0.30 0.20 -0.32

---

Record 2
53
Properties=species:S:1:pos:R:3:forces:R:3 method="wB97M-V/def2-TZVPD" multiplicity=2 s2=0.824 max_force_ha_per_bohr=0.10009 total_charge=-1 orbital_gap_ha="0.249 / 0.251" lumo_energy_ha="0.0602 / 0.0609" homo_ev="-5.15 / -5.17" total_energy_ev=-81372.8750
O 0.538 1.325 2.791 0.20 -2.50 -4.49
V 0.516 0.488 1.351 -3.55 1.08 2.65
C -1.677 2.877 0.550 0.24 -2.41 -1.41
O -0.763 3.535 1.310 1.78 1.48 2.11
O -1.091 1.685 0.085 0.03 0.46 1.56
C -3.059 2.674 1.333 1.70 -1.81 0.54
F -3.001 1.665 2.237 0.35 0.30 -0.13
F -3.445 3.746 2.008 -0.06 1.28 0.37
F -4.058 2.353 0.526 -0.44 0.04 -1.04
C -0.245 4.797 0.914 -0.80 0.54 0.87
C 0.623 5.415 2.018 0.13 -0.96 0.85
H 0.804 6.486 1.924 -0.07 -0.07 -0.38
H 0.222 5.245 3.017 -0.73 0.16 -0.10
H 1.571 4.896 2.156 0.32 0.02 -0.62
H -1.109 5.449 0.788 -0.03 0.33 -0.35
H 0.341 4.809 -0.005 -0.10 -0.52 -0.36
H -1.955 3.537 -0.271 -0.29 0.01 -0.67
C 1.651 -0.966 -1.945 -1.35 1.82 2.30
O 1.118 -0.329 -3.139 1.93 -0.89 -1.62
O 0.725 -0.656 -0.978 1.41 -1.10 0.18
C 1.997 -2.526 -2.116 -1.29 0.35 0.29
F 3.018 -2.880 -2.885 1.43 0.91 -1.79
F 2.314 -3.223 -1.007 -0.50 0.68 1.51
F 0.942 -3.122 -2.637 -1.22 -0.60 -0.46
C 2.069 0.012 -4.214 -1.44 0.40 0.17
C 1.278 0.702 -5.338 -0.35 -0.40 0.28
H 0.853 -0.032 -6.022 -0.18 -0.08 0.12
H 0.459 1.265 -4.891 0.04 0.14 -0.10
H 1.896 1.351 -5.958 0.17 0.13 0.21
H 2.562 -0.828 -4.703 0.26 -0.35 0.65
H 2.786 0.751 -3.855 0.36 -0.24 0.37
H 2.579 -0.479 -1.649 1.01 0.08 -0.53
C -1.466 -2.437 2.297 3.11 0.89 -2.23
O -1.658 -3.170 1.103 -1.67 -1.51 -0.18
O -0.840 -1.266 1.807 -0.09 0.69 1.51
C -2.785 -2.383 3.097 1.48 -0.18 -0.16
F -3.077 -3.609 3.673 0.20 0.56 -0.62
F -2.674 -1.539 4.123 -0.17 0.34 0.30
F -3.772 -2.038 2.330 -1.50 0.35 -0.38
C -0.997 -4.404 0.833 1.07 1.66 -0.35
C -1.330 -4.903 -0.542 -1.37 0.31 0.21
H -1.183 -4.183 -1.347 0.54 0.12 0.29
H -0.702 -5.785 -0.664 -0.47 -0.25 -0.46
H -2.411 -5.047 -0.527 -0.10 -0.88 -0.39
H -1.165 -5.189 1.569 -0.04 0.10 0.27
H 0.060 -4.189 0.672 0.61 0.08 1.07
H -0.794 -3.018 2.928 0.33 -0.13 0.50
O 2.104 1.849 0.484 -0.04 -0.22 0.01
H 2.967 2.165 0.751 0.08 -0.08 0.45
H 1.954 2.253 -0.371 -0.60 -0.16 -0.46
O 2.154 -0.783 2.059 0.17 0.03 -0.06
H 3.096 -0.624 2.128 0.14 0.36 -0.13
H 2.058 -1.724 2.203 -0.64 -0.35 -0.20

---

Repeat the second record exactly.
53
Properties=species:S:1:pos:R:3:forces:R:3 method="wB97M-V/def2-TZVPD" multiplicity=2 s2=0.824 max_force_ha_per_bohr=0.10009 total_charge=-1 orbital_gap_ha="0.249 / 0.251" lumo_energy_ha="0.0602 / 0.0609" homo_ev="-5.15 / -5.17" total_energy_ev=-81372.8750
O 0.538 1.325 2.791 0.20 -2.50 -4.49
V 0.516 0.488 1.351 -3.55 1.08 2.65
C -1.677 2.877 0.550 0.24 -2.41 -1.41
O -0.763 3.535 1.310 1.78 1.48 2.11
O -1.091 1.685 0.085 0.03 0.46 1.56
C -3.059 2.674 1.333 1.70 -1.81 0.54
F -3.001 1.665 2.237 0.35 0.30 -0.13
F -3.445 3.746 2.008 -0.06 1.28 0.37
F -4.058 2.353 0.526 -0.44 0.04 -1.04
C -0.245 4.797 0.914 -0.80 0.54 0.87
C 0.623 5.415 2.018 0.13 -0.96 0.85
H 0.804 6.486 1.924 -0.07 -0.07 -0.38
H 0.222 5.245 3.017 -0.73 0.16 -0.10
H 1.571 4.896 2.156 0.32 0.02 -0.62
H -1.109 5.449 0.788 -0.03 0.33 -0.35
H 0.341 4.809 -0.005 -0.10 -0.52 -0.36
H -1.955 3.537 -0.271 -0.29 0.01 -0.67
C 1.651 -0.966 -1.945 -1.35 1.82 2.30
O 1.118 -0.329 -3.139 1.93 -0.89 -1.62
O 0.725 -0.656 -0.978 1.41 -1.10 0.18
C 1.997 -2.526 -2.116 -1.29 0.35 0.29
F 3.018 -2.880 -2.885 1.43 0.91 -1.79
F 2.314 -3.223 -1.007 -0.50 0.68 1.51
F 0.942 -3.122 -2.637 -1.22 -0.60 -0.46
C 2.069 0.012 -4.214 -1.44 0.40 0.17
C 1.278 0.702 -5.338 -0.35 -0.40 0.28
H 0.853 -0.032 -6.022 -0.18 -0.08 0.12
H 0.459 1.265 -4.891 0.04 0.14 -0.10
H 1.896 1.351 -5.958 0.17 0.13 0.21
H 2.562 -0.828 -4.703 0.26 -0.35 0.65
H 2.786 0.751 -3.855 0.36 -0.24 0.37
H 2.579 -0.479 -1.649 1.01 0.08 -0.53
C -1.466 -2.437 2.297 3.11 0.89 -2.23
O -1.658 -3.170 1.103 -1.67 -1.51 -0.18
O -0.840 -1.266 1.807 -0.09 0.69 1.51
C -2.785 -2.383 3.097 1.48 -0.18 -0.16
F -3.077 -3.609 3.673 0.20 0.56 -0.62
F -2.674 -1.539 4.123 -0.17 0.34 0.30
F -3.772 -2.038 2.330 -1.50 0.35 -0.38
C -0.997 -4.404 0.833 1.07 1.66 -0.35
C -1.330 -4.903 -0.542 -1.37 0.31 0.21
H -1.183 -4.183 -1.347 0.54 0.12 0.29
H -0.702 -5.785 -0.664 -0.47 -0.25 -0.46
H -2.411 -5.047 -0.527 -0.10 -0.88 -0.39
H -1.165 -5.189 1.569 -0.04 0.10 0.27
H 0.060 -4.189 0.672 0.61 0.08 1.07
H -0.794 -3.018 2.928 0.33 -0.13 0.50
O 2.104 1.849 0.484 -0.04 -0.22 0.01
H 2.967 2.165 0.751 0.08 -0.08 0.45
H 1.954 2.253 -0.371 -0.60 -0.16 -0.46
O 2.154 -0.783 2.059 0.17 0.03 -0.06
H 3.096 -0.624 2.128 0.14 0.36 -0.13
H 2.058 -1.724 2.203 -0.64 -0.35 -0.20